Formula: C4H13N3
Source: OMol25
Level of theory: ωB97M-V/def2-TZVPD

## Properties
Energy: -8823.804 eV
HOMO energy (spin up / spin down): -0.231 / -0.179 Eh
Spin multiplicity: 1
Energy relative to the best compared isomer or geometry (same formula, charge and spin): 129.34 kcal/mol
LUMO (spin up / spin down): 1.10 / 1.06 eV
Net charge: 0
Orbital gap (spin up / spin down): 7.4 / 5.9 eV

Each line ends with the Mulliken charge.
Atoms and positions in Å:
H (2.12254, 0.04320, -1.53345)  0.17
C (-0.04288, -0.94162, 0.50886)  -0.47
H (-1.84333, -0.71887, -2.00234)  0.23
C (2.35848, 0.03036, 0.50907)  -0.70
H (-2.89238, -0.64654, 0.76331)  0.38
N (2.16564, 0.71465, -0.77376)  -0.52
H (0.03446, -1.78100, 1.17779)  0.29
N (-0.34727, 1.41909, 0.26601)  -0.35
H (2.47342, 0.75032, 1.31773)  0.26
H (3.14662, -0.72749, 0.51813)  0.29
C (-0.37911, 0.29018, 1.00134)  -0.27
H (0.23831, -1.07466, -0.52295)  0.21
H (-0.48644, 2.28358, 0.76645)  0.21
N (-2.40719, -0.34011, -1.25165)  -0.45
H (0.44133, 1.42316, -0.41542)  0.39
H (-2.23186, 0.65709, -1.16753)  0.27
H (-2.27057, -2.10600, -0.12727)  0.38
H (2.90226, 1.37478, -1.02416)  0.20
H (-0.71247, 0.37502, 2.02978)  0.36
C (-2.26956, -1.02510, -0.03997)  -0.87

Forces on the atoms, in the same order (eV/Å):
H 0.0303 0.0234 0.0780
C 0.1007 0.6813 0.4542
H -0.0376 0.0349 0.0754
C 0.5221 0.5622 -0.4546
H 0.0484 0.0281 0.0384
N 0.1109 -0.3183 0.1043
H -0.0987 -0.0430 0.0079
N 0.0951 0.4623 -0.4215
H -0.1149 -0.0612 -0.0034
H -0.2240 -0.1064 0.0039
C 0.6399 -0.7633 0.1948
H -0.0040 0.0089 -0.0549
H 0.0461 -0.0888 -0.0351
N -0.0054 0.1988 -0.2903
H -0.3502 0.0550 0.2698
H 0.0165 -0.1419 -0.0048
H -0.0319 -0.0090 -0.0205
H -0.1074 -0.0969 0.1995
H -0.0039 -0.0040 -0.0146
C -0.6320 -0.4219 -0.1265